Formula: C22H20BNO4S3
Source: the Open Molecules 2025 dataset
Level of theory: ωB97M-V/def2-TZVPD

Results
HOMO level, eV: -0.34
Net charge: -2
Energy relative to the best compared isomer or geometry (same formula, charge and spin), kJ/mol: 0.00

Geometry (Å):
S: 2.23512 -1.08721 4.09432
C: 1.28876 -1.18032 2.76847
S: -0.40431 -1.64114 3.02456
C: -1.22633 -1.46569 1.40246
C: -2.68595 -2.01014 1.46748
C: -3.76749 -0.88542 1.32917
B: -4.56573 -1.09902 -0.02367
S: -6.37381 -0.69002 -0.19587
N: 1.65648 -0.96875 1.40533
C: 2.20032 0.34863 1.11796
C: 1.58400 1.06331 0.10882
C: 2.02369 2.31212 -0.26830
C: 3.09545 2.88880 0.38319
C: 3.72538 2.17279 1.37490
C: 3.29365 0.92074 1.73184
C: 2.38397 -2.03890 0.80723
C: 3.02599 -3.06886 1.46401
C: 3.65898 -4.06099 0.73907
C: 3.67100 -4.08126 -0.62824
C: 3.03167 -3.04388 -1.30210
C: 2.40887 -2.05955 -0.58678
H: -0.69562 -1.99460 0.60626
H: -1.20475 -0.39842 1.15170
H: -2.82773 -2.49443 2.44609
H: -2.86284 -2.76214 0.69228
H: -3.33609 0.12565 1.38239
H: -4.51606 -0.95189 2.13621
H: -3.98982 -1.57138 -0.95024
H: -6.45687 0.64986 -0.03385
H: 0.73536 0.62878 -0.42278
H: 1.50053 2.81169 -1.08080
H: 3.40208 3.88901 0.08807
H: 4.57644 2.64238 1.86623
H: 3.81218 0.39082 2.52677
H: 3.02236 -3.11895 2.54730
H: 4.15519 -4.88359 1.25407
H: 4.13473 -4.86219 -1.22482
H: 2.97511 -2.99768 -2.38644
H: 1.89101 -1.27004 -1.13432
C: -2.36885 3.61140 -1.25925
C: -2.44292 4.44682 -2.37962
C: -2.12392 3.74262 -3.72373
O: -2.21564 4.32078 -4.81133
C: -1.69895 2.36627 -3.68204
C: -1.61683 1.55175 -2.56390
C: -2.03774 2.22959 -1.24294
O: -2.07869 1.58472 -0.17596
O: -1.24408 0.34947 -2.51347
O: -2.73370 5.65518 -2.39621
H: -2.58712 4.02292 -0.27721
H: -1.42643 1.96034 -4.65231